{"formula": "C32H55AuBrIN8O3PS", "method": "the ωB97M-V functional and the def2-TZVPD basis", "species": ["Au", "I", "Br", "S", "P", "O", "O", "O", "N", "N", "N", "N", "N", "N", "N", "N", "C", "C", "C", "C", "C", "C", "C", "C", "C", "C", "C", "C", "C", "C", "C", "C", "C", "C", "C", "C", "C", "C", "C", "C", "C", "C", "C", "C", "C", "C", "C", "C", "H", "H", "H", "H", "H", "H", "H", "H", "H", "H", "H", "H", "H", "H", "H", "H", "H", "H", "H", "H", "H", "H", "H", "H", "H", "H", "H", "H", "H", "H", "H", "H", "H", "H", "H", "H", "H", "H", "H", "H", "H", "H", "H", "H", "H", "H", "H", "H", "H", "H", "H", "H", "H", "H", "H"], "coordinates": [[0.3611, -0.0763, -0.2909], [1.6342, -0.2007, -2.6125], [3.1575, 2.6177, -3.9639], [-1.5412, 2.0244, -2.8035], [1.1400, -2.6761, 0.9097], [1.6300, -1.3503, 1.7258], [1.3151, -3.9030, 1.9407], [2.4765, -2.9307, 0.0481], [1.5088, 3.2526, 0.6561], [-2.1740, 2.1996, -5.4471], [-3.4489, 3.3909, -4.1330], [-2.6474, -2.2355, -0.6652], [-1.8965, -0.2785, 0.3426], [0.7277, 2.7698, 2.7973], [-0.2776, 1.8038, 0.9036], [-2.9734, -1.9342, 1.6136], [-4.3551, 2.1580, 1.3855], [2.8322, -4.2280, -0.4945], [-2.4099, -1.6320, -1.9850], [3.5594, 0.4471, -2.1103], [-2.1468, 3.2035, 1.5383], [1.2139, 3.9808, 3.4683], [0.6727, 2.6595, 1.4744], [0.2269, -4.2685, 2.8176], [-1.1212, 1.3364, -5.9220], [-1.5350, 1.9728, 1.0753], [-4.1353, -2.8118, 1.7780], [-2.5538, -1.5120, 0.4242], [-3.9447, 3.7551, -5.4622], [1.1719, 3.4026, -0.7713], [-2.6104, -3.7050, -0.6410], [2.8872, 3.5934, 1.0295], [0.1516, 1.7482, 3.6719], [2.8817, -1.1887, 2.4560], [5.4043, 1.9418, -2.3993], [2.9680, -2.0363, 3.7035], [-3.4752, 3.2872, 1.6843], [4.1032, 1.5657, -2.7233], [-3.1207, 2.8297, -6.3736], [6.1278, 1.2100, -1.4712], [5.5650, 0.1007, -0.8551], [-3.8745, 0.9847, 0.9547], [1.7560, -4.7887, -1.3915], [0.7520, -5.1963, 3.8844], [-2.4490, 0.7994, 0.7637], [-2.4161, -1.4020, 2.8573], [-2.4142, 2.5469, -4.1871], [4.2734, -0.2908, -1.1745], [1.2430, 2.4500, -1.2965], [0.4750, 4.2548, 4.2205], [2.0526, -1.9612, 4.2915], [1.2164, -6.0702, 3.4320], [0.8144, -4.9210, -0.8542], [-3.7522, 4.8099, -5.6620], [3.0253, 4.6699, 1.1179], [-0.0679, -5.5359, 4.5150], [-0.8691, 2.0033, 3.9650], [-0.5021, 1.0484, -5.0777], [-1.5149, 4.0580, 1.7375], [0.1708, 3.8095, -0.8951], [3.1512, -3.0811, 3.4718], [0.7645, 1.6897, 4.5698], [3.8316, -1.1730, -0.7320], [-0.5472, -4.7603, 2.2194], [3.7556, -4.0503, -1.0448], [-2.4350, -2.2006, 3.5963], [3.7009, -1.3942, 1.7665], [-4.5431, 0.1713, 0.7107], [-2.4374, -0.5447, -1.9344], [1.5833, -4.1457, -2.2546], [2.9078, -0.1265, 2.7083], [6.1370, -0.4712, -0.1380], [-3.3488, -4.1414, 0.0254], [-1.6100, -4.0238, -0.3451], [-1.4372, -1.9546, -2.3576], [-5.4215, 2.2907, 1.5006], [-0.1995, -3.3597, 3.2561], [-5.0146, 3.5682, -5.5390], [-1.3825, -1.0968, 2.7021], [-3.0089, -0.5665, 3.2369], [3.5343, 3.2144, 0.2382], [3.0516, -4.8970, 0.3369], [0.1739, 0.7804, 3.1740], [-4.7215, -2.8316, 0.8623], [2.0597, -5.7700, -1.7530], [3.1544, 3.1067, 1.9630], [-3.1839, -1.9760, -2.6674], [-3.7148, 3.8522, -3.2834], [-2.8190, -4.0541, -1.6481], [1.8862, 4.0982, -1.2037], [-3.7300, 2.0623, -6.8541], [1.3046, 4.7937, 2.7541], [-0.5084, 1.8693, -6.6498], [1.4849, -4.6990, 4.5165], [-3.9187, 4.2147, 2.0177], [-1.5434, 0.4486, -6.3938], [-3.8469, -3.8234, 2.0619], [-4.7469, -2.3894, 2.5747], [3.7901, -1.6751, 4.3203], [5.8432, 2.8029, -2.8815], [2.1700, 3.8110, 3.9606], [7.1414, 1.5051, -1.2401], [-2.5756, 3.3740, -7.1443]], "forces_ev_per_a": [[0.270, -0.230, -0.579], [-0.161, -0.160, 0.097], [-0.063, 0.026, -0.088], [-0.216, 0.014, -0.079], [0.361, 0.047, 0.038], [-0.249, 0.069, 0.271], [-0.146, -0.021, -0.006], [-0.102, 0.108, -0.022], [0.104, 0.110, -0.199], [-0.093, 0.168, 0.046], [-0.123, -0.064, -0.244], [-0.023, 0.020, -0.332], [0.185, -0.046, 0.772], [-0.080, -0.166, 0.007], [0.059, -0.470, 0.730], [0.073, 0.119, 0.148], [0.108, 0.111, 0.032], [0.100, -0.028, 0.052], [-0.019, 0.071, 0.104], [-0.026, -0.059, 0.139], [0.035, -0.060, 0.099], [0.085, -0.017, -0.023], [0.051, 0.251, -0.356], [-0.028, -0.010, -0.075], [0.007, -0.002, -0.009], [-0.352, 0.365, -0.454], [-0.033, -0.012, 0.000], [-0.027, -0.070, -0.328], [-0.042, 0.104, 0.078], [0.019, 0.114, 0.044], [-0.145, -0.105, -0.010], [-0.010, 0.021, 0.055], [-0.003, -0.056, 0.014], [0.084, 0.026, -0.181], [-0.053, -0.064, 0.050], [0.014, 0.005, 0.016], [-0.059, -0.122, 0.002], [0.191, 0.113, 0.096], [0.056, -0.064, -0.009], [-0.029, 0.038, -0.041], [-0.076, -0.031, 0.021], [0.056, -0.077, 0.147], [-0.011, -0.023, -0.071], [-0.011, 0.004, -0.021], [-0.213, 0.303, -0.369], [0.016, 0.038, 0.009], [0.330, -0.142, 0.610], [0.119, 0.057, -0.100], [0.001, 0.032, 0.021], [0.004, 0.017, 0.018], [-0.036, 0.022, 0.022], [0.011, -0.021, -0.016], [-0.015, -0.019, 0.048], [-0.035, -0.048, -0.043], [0.003, -0.001, -0.011], [-0.038, -0.016, 0.031], [-0.004, 0.008, 0.013], [0.012, -0.021, 0.019], [0.046, 0.013, -0.026], [-0.019, -0.073, -0.020], [-0.012, -0.025, -0.013], [-0.013, -0.004, -0.006], [-0.025, -0.018, 0.044], [0.011, 0.014, 0.022], [-0.046, -0.032, 0.004], [0.014, 0.013, 0.017], [0.012, -0.017, 0.048], [0.002, -0.043, -0.045], [0.008, -0.040, -0.061], [-0.009, 0.032, -0.009], [-0.010, -0.026, -0.034], [0.021, -0.030, 0.008], [0.121, 0.023, -0.125], [0.006, -0.006, 0.008], [0.044, -0.018, -0.015], [-0.047, 0.048, 0.010], [0.028, -0.022, 0.045], [0.042, 0.032, -0.044], [-0.003, -0.006, 0.019], [-0.005, -0.005, 0.014], [0.009, 0.003, 0.010], [-0.032, 0.018, -0.004], [0.000, -0.017, 0.028], [-0.023, 0.001, 0.052], [0.018, -0.017, -0.040], [0.002, 0.008, -0.010], [-0.026, -0.013, -0.007], [0.049, -0.024, 0.026], [0.014, -0.023, 0.014], [-0.027, 0.005, -0.017], [-0.007, 0.038, -0.016], [0.008, 0.012, 0.012], [-0.002, -0.024, -0.033], [0.026, 0.023, -0.006], [-0.072, 0.028, 0.000], [0.022, -0.030, -0.033], [0.004, -0.007, 0.010], [-0.019, -0.012, 0.002], [0.043, 0.010, 0.016], [0.015, 0.031, -0.034], [0.010, 0.014, 0.011], [0.032, 0.008, 0.016], [-0.043, 0.001, -0.021]], "homo_lumo_gap_ev": 4.56, "e_above_lowest_ev": 0.815, "total_charge": 3, "fmax_ha_per_bohr": 0.0169, "e_tot_ev": -154076.7448}



{"formula": "C32H55Cl2MnN4O4Si", "method": "the ωB97M-V functional and the def2-TZVPD basis", "species": ["Mn", "Cl", "Cl", "Si", "O", "O", "O", "O", "N", "N", "N", "N", "C", "C", "C", "C", "C", "C", "C", "C", "C", "C", "C", "C", "C", "C", "C", "C", "C", "C", "C", "C", "C", "C", "C", "C", "C", "C", "C", "C", "C", "C", "C", "C", "H", "H", "H", "H", "H", "H", "H", "H", "H", "H", "H", "H", "H", "H", "H", "H", "H", "H", "H", "H", "H", "H", "H", "H", "H", "H", "H", "H", "H", "H", "H", "H", "H", "H", "H", "H", "H", "H", "H", "H", "H", "H", "H", "H", "H", "H", "H", "H", "H", "H", "H", "H", "H", "H", "H"], "coordinates": [[0.0374, -1.7700, 0.7697], [-0.5366, -1.8551, -2.5448], [-0.6096, 0.1836, 0.2861], [0.1041, -0.1999, -4.0652], [-2.8485, -1.8678, 0.2444], [0.3133, -3.6896, 0.6381], [-0.7997, -1.2827, 2.5261], [-0.7817, 1.6731, -3.1093], [1.2170, -5.4481, -0.3353], [-4.0433, -0.1709, -0.7769], [2.0336, -1.7423, 3.9988], [-0.9311, 0.2957, 4.1408], [0.8968, 1.3755, -4.6313], [3.0286, -0.9241, 4.6706], [-0.9387, 4.0440, -3.0795], [-0.6414, 2.8705, 1.9336], [0.0840, -6.2366, 0.1567], [0.5334, 3.3148, 1.3217], [4.6670, 0.2827, 1.0775], [-1.7853, 4.7351, -2.3048], [-1.2919, -0.7977, -5.1477], [1.8022, -1.1409, -3.7306], [1.4499, -2.7523, 4.8728], [-0.3227, 1.3084, 5.0099], [1.2827, -4.1756, -0.0455], [-2.2967, -0.1109, 4.4787], [-0.5212, 4.5169, -4.4258], [-0.3012, 2.8632, -0.9356], [2.0308, -0.6616, 0.8873], [2.3352, -6.1528, -0.9157], [-2.6657, 5.8366, -2.7237], [-3.7279, -0.5679, -2.1447], [2.8920, -1.2541, 1.7738], [-0.2762, -0.3079, 3.1565], [2.4707, 0.3878, 0.1094], [-1.4733, 2.3677, -0.3224], [2.5146, -2.3326, 2.7271], [0.7135, 3.3262, -0.0754], [-3.6378, -0.9197, 0.2814], [-4.7759, 1.0575, -0.5247], [4.2520, -0.8349, 1.7968], [-1.5923, 2.2842, 1.1228], [3.7713, 0.8957, 0.2088], [-0.2847, 2.8316, -2.4933], [2.5744, -0.5235, 5.5853], [-1.1332, 5.3252, -4.8407], [5.6907, 0.6399, 1.1704], [-3.3731, 6.0552, -1.8913], [-0.8982, -5.8988, -0.2208], [-2.7428, -0.6744, 3.6394], [-2.8680, 0.8135, 4.6959], [-3.0658, 0.1844, -2.6071], [-2.0734, 6.7600, -2.9123], [-4.3492, 1.8925, -1.0829], [1.9501, -7.0853, -1.2987], [-3.2294, 5.6176, -3.6602], [1.6623, -2.9188, 2.3468], [1.6763, 1.1199, -5.3704], [3.1213, -6.3724, -0.1903], [0.2447, 0.8511, 5.8456], [-4.1166, -0.5921, 1.2319], [-1.9089, 4.4552, -1.2468], [-0.8106, 2.9471, 3.0052], [1.8797, 0.8531, -0.6519], [-4.6488, -0.6543, -2.7364], [1.3149, 3.6889, 1.9865], [2.1679, -3.5896, -0.3568], [-1.1423, 1.9013, 5.4572], [1.6910, 3.6328, -0.4821], [0.5095, 4.8928, -4.3713], [-2.2987, -0.7393, -4.7140], [1.9917, -1.3577, -2.6796], [4.9408, -1.4340, 2.4055], [0.2679, -7.2397, -0.2198], [-1.0453, -1.7893, -5.5390], [0.7190, 0.0798, 2.9358], [2.7546, -5.5579, -1.7227], [-1.2071, -0.0961, -5.9808], [0.0683, -6.2690, 1.2563], [1.6390, -2.0907, -4.2607], [-2.2924, -0.7293, 5.4015], [2.2150, -3.4717, 5.2265], [-3.2006, -1.5350, -2.1264], [-2.4332, 1.7492, 1.5508], [-5.8209, 0.9710, -0.8320], [0.6777, -3.2910, 4.3059], [-0.5113, 3.7127, -5.1498], [0.3653, 1.9754, 4.4603], [-2.2303, 1.9452, -0.9649], [3.3855, -3.0079, 2.9082], [0.9716, -2.2346, 5.7101], [2.6674, -0.6192, -4.1481], [3.3173, -0.0788, 4.0395], [0.1483, 1.9936, -5.1556], [-4.7483, 1.2849, 0.5565], [1.4628, 1.9429, -3.8631], [0.7276, 3.0683, -2.7971], [3.9438, -1.4897, 4.9258], [4.0551, 1.7318, -0.4299]], "forces_ev_per_a": [[0.469, 1.054, -0.944], [-0.848, -0.166, 1.126], [0.905, -0.741, -1.036], [1.412, 1.137, 2.346], [-0.991, 0.529, 0.080], [1.636, -0.587, -0.955], [0.685, 0.778, 2.219], [-1.055, -0.439, 1.689], [-0.067, -0.006, 0.277], [0.170, -0.454, 0.769], [0.080, -0.240, -0.334], [-0.153, 0.074, 0.174], [1.069, 0.070, -2.339], [-0.206, -0.017, 0.077], [-1.445, 1.044, 1.440], [0.053, -0.056, -0.664], [-0.196, -0.356, 0.007], [0.179, 0.480, -0.031], [0.245, -0.411, 0.093], [0.068, -0.824, 0.252], [0.644, 0.695, -0.725], [-0.431, 0.129, -0.925], [0.188, 0.228, -0.476], [0.210, 0.009, 0.247], [-1.585, 0.271, 0.992], [-0.110, 0.049, 0.299], [0.059, 0.057, -0.513], [-1.125, -0.270, 0.308], [-1.399, -0.988, -0.325], [0.383, 0.067, -0.286], [-0.536, 1.418, -0.301], [0.391, 0.111, -0.091], [2.129, -0.091, -0.096], [-0.930, -0.978, -0.201], [0.911, 0.633, -0.576], [0.615, 0.781, 1.680], [-0.505, -0.145, 0.909], [-0.011, -0.457, 0.002], [0.654, -0.501, -0.429], [-0.270, -0.128, 0.153], [-0.585, -0.003, 0.112], [-0.730, 1.500, -1.993], [-0.489, -0.356, 0.215], [0.355, -0.723, 0.159], [0.215, -0.110, -0.066], [-0.022, -0.123, 0.290], [-0.137, -0.114, -0.094], [0.287, 0.020, -0.790], [0.667, 0.168, 0.180], [0.302, 0.333, 0.514], [0.145, -0.562, -0.227], [-0.135, -0.253, 0.117], [-0.466, -0.304, 0.076], [0.141, -0.049, 0.092], [0.167, -0.178, -0.325], [0.271, 0.144, 0.670], [0.473, -0.008, 0.171], [0.060, -0.005, -0.222], [-0.108, 0.021, 0.084], [-0.321, 0.073, -0.410], [0.308, 0.011, -0.209], [0.064, -0.003, -0.772], [0.234, -0.091, -0.238], [-0.714, -0.003, -0.127], [0.071, 0.057, 0.166], [0.005, 0.013, -0.382], [-0.459, -0.209, 0.049], [0.506, -0.156, -0.332], [-0.578, -0.023, 0.161], [-0.071, -0.064, 0.005], [0.511, -0.125, -0.021], [-0.174, 0.078, -0.077], [-0.107, 0.510, -0.119], [-0.251, -0.085, 0.145], [-0.275, -0.002, 0.242], [-0.201, 0.027, -0.129], [0.078, -0.086, -0.105], [-0.473, -0.035, -0.310], [-0.034, 0.155, -0.362], [0.408, -0.043, 0.189], [-0.071, 0.218, -0.552], [-0.288, 0.095, 0.124], [-0.218, 0.518, 0.060], [-0.173, 0.265, -0.035], [-0.064, -0.055, -0.014], [0.159, 0.062, 0.231], [-0.053, -0.101, -0.153], [-0.392, -0.425, 0.141], [-0.009, -0.039, 0.005], [-0.383, 0.130, -0.068], [0.118, -0.281, 0.072], [-0.062, -0.043, -0.133], [-0.032, -0.143, 0.105], [0.655, -0.170, 0.384], [0.013, -0.029, -0.554], [-0.571, -0.565, -0.439], [1.214, -0.501, 0.289], [-0.103, 0.082, 0.086], [0.031, -0.175, 0.234]], "homo_lumo_gap_ev": [5.81, 6.75], "total_charge": 0, "multiplicity": 5, "fmax_ha_per_bohr": 0.0577, "e_tot_ev": -112466.0620}